No. 1
C32H52N5P2S2V | ωB97M-V/def2-TZVPD

Geometry as XYZ:
```
94
Properties=species:S:1:pos:R:3:forces:R:3
V 1.35342 0.01898 0.85442 -0.411 -0.081 -0.070
C 1.85759 -5.11091 0.35437 0.010 -0.037 -0.017
C 2.12390 -3.65008 0.71533 0.023 -0.064 0.031
C 3.43633 -3.20551 0.06675 0.045 0.011 -0.025
P 0.79005 -2.40730 0.34738 -0.089 0.127 0.092
C -0.14371 -3.14394 -1.07022 -0.043 -0.091 -0.015
C -1.50566 -2.47286 -1.22975 0.002 0.007 0.095
C 0.66807 -3.03441 -2.35804 0.066 0.039 -0.003
C -0.45381 -2.53132 1.67713 0.074 0.029 0.035
C -0.90554 -3.74176 2.18921 -0.005 -0.028 0.024
C -1.84118 -3.80602 3.20918 0.000 -0.029 -0.020
C -2.31802 -2.61446 3.74126 0.002 0.037 0.017
C -1.90160 -1.39823 3.23773 -0.003 -0.077 -0.015
C -0.98989 -1.31667 2.16612 0.080 0.067 0.053
N -0.54754 -0.10585 1.65899 0.089 -0.076 -0.047
C -1.35211 1.02106 1.76681 0.086 0.025 -0.057
C -2.75129 0.98247 1.64476 0.039 0.080 -0.006
C -3.50598 2.13751 1.73876 -0.015 -0.019 -0.017
C -2.90517 3.37417 1.94796 0.019 0.016 0.007
C -1.52146 3.43317 2.02796 -0.030 -0.002 -0.065
C -0.74494 2.28695 1.92335 -0.017 0.023 0.061
P 1.07068 2.25726 1.93224 -0.152 -0.157 -0.204
C 1.61139 3.87358 1.23481 0.086 0.097 0.198
C 1.08309 4.11559 -0.17080 -0.047 -0.017 -0.074
C 3.14215 3.89382 1.23207 0.048 -0.015 -0.006
C 1.52806 2.34308 3.72549 0.055 -0.025 0.049
C 1.47203 3.73576 4.34888 -0.032 -0.018 0.011
C 0.65467 1.37184 4.51900 -0.023 -0.054 0.019
H 2.70325 -5.71865 0.68903 0.005 0.006 -0.005
H 1.77458 -5.24751 -0.72673 -0.010 0.009 0.002
H 0.96280 -5.52883 0.81103 -0.034 0.027 0.016
H 2.24691 -3.54935 1.79696 -0.018 0.019 -0.020
H 3.40145 -3.30465 -1.02179 -0.001 0.016 0.006
H 4.25529 -3.83324 0.42966 0.008 -0.013 -0.013
H 3.66142 -2.17310 0.32662 -0.011 -0.019 0.015
H -0.30771 -4.20013 -0.82902 0.046 -0.018 -0.038
H -1.40367 -1.38860 -1.32275 0.034 -0.120 -0.008
H -2.15484 -2.68493 -0.38093 -0.009 -0.016 0.044
H -1.99762 -2.83876 -2.13431 -0.019 0.007 -0.003
H 0.80486 -1.97983 -2.61665 0.024 -0.012 0.004
H 0.14071 -3.51801 -3.18461 0.022 -0.027 0.031
H 1.65613 -3.49065 -2.27871 -0.018 -0.007 0.026
H -0.52133 -4.66563 1.77887 0.022 -0.017 0.003
H -2.17807 -4.76209 3.58888 0.011 0.000 0.013
H -3.01521 -2.62900 4.57162 -0.009 -0.010 -0.008
H -2.26900 -0.48619 3.68694 -0.006 0.029 -0.015
H -3.23719 0.03468 1.45274 -0.003 -0.027 0.030
H -4.58302 2.07197 1.63193 -0.006 0.008 0.002
H -3.50069 4.27470 2.02519 -0.007 -0.001 -0.014
H -1.03524 4.39527 2.15155 -0.007 0.002 0.005
H 1.24782 4.66828 1.89500 0.009 0.009 -0.034
H 1.40668 3.33307 -0.85876 0.044 -0.023 0.003
H 1.46655 5.07042 -0.54186 -0.013 0.016 -0.021
H -0.00481 4.13243 -0.21629 -0.007 -0.004 0.018
H 3.52497 3.12126 0.56053 -0.004 -0.003 0.001
H 3.57185 3.71092 2.21843 -0.019 -0.005 0.017
H 3.50707 4.86119 0.87705 -0.003 0.005 -0.003
H 2.54832 1.94576 3.74578 -0.007 0.052 0.014
H 0.47825 4.17877 4.24205 -0.032 -0.009 -0.010
H 2.19974 4.42840 3.92513 0.008 -0.005 -0.029
H 1.67504 3.65785 5.42044 0.016 0.007 -0.001
H -0.39107 1.68888 4.50760 -0.006 0.020 0.017
H 0.99411 1.34947 5.55804 0.001 -0.016 0.005
H 0.72534 0.36212 4.11357 0.001 0.024 -0.004
S 2.66066 -0.69950 2.42998 0.094 0.073 -0.072
C -5.10232 1.00827 -3.10686 -0.028 -0.007 0.018
C -3.63307 1.39186 -3.14428 -0.009 0.078 0.047
N -2.82258 0.43870 -2.37688 -0.073 0.070 -0.143
C -1.43237 0.47490 -2.63109 0.134 -0.063 0.384
S -0.34946 1.27358 -1.54375 0.133 0.013 -0.190
N -1.07309 0.13154 -3.95114 -0.001 0.080 -0.065
C -1.53206 -1.14340 -4.49400 0.026 -0.034 0.000
C -1.63323 -1.08632 -6.00958 -0.017 0.002 -0.038
H -5.70841 1.69351 -3.70351 0.010 0.018 -0.007
H -5.48722 1.02919 -2.08464 0.016 0.000 0.023
H -5.24042 -0.00447 -3.48912 0.009 -0.004 -0.013
H -3.50001 2.41821 -2.77266 0.015 -0.007 -0.011
H -3.25896 1.37928 -4.16913 -0.029 -0.038 -0.006
H -2.95366 0.58834 -1.38439 -0.069 -0.035 0.042
H -0.08588 0.28035 -4.09061 0.032 0.046 -0.046
H -2.50699 -1.34631 -4.04996 -0.025 0.048 -0.036
H -0.87602 -1.97235 -4.19955 -0.084 0.064 -0.050
H -2.28355 -0.26698 -6.31930 -0.022 -0.003 0.014
H -2.03163 -2.02105 -6.41034 0.006 -0.017 -0.002
H -0.65476 -0.91968 -6.46686 0.021 0.010 0.020
N 2.57957 0.62019 -1.95537 0.226 0.144 -0.288
C 3.68330 0.82192 -2.68625 0.009 -0.062 0.067
C 4.76721 0.68776 -1.83785 -0.078 0.008 0.001
C 4.19961 0.41894 -0.58612 -0.007 -0.063 0.155
N 2.87348 0.38991 -0.67676 -0.091 -0.042 0.122
H 1.57103 0.77386 -2.16891 -0.130 0.035 0.023
H 3.61722 1.04372 -3.73781 0.011 0.007 -0.007
H 5.81027 0.77307 -2.08419 0.019 -0.002 -0.010
H 4.64615 0.23072 0.37753 0.045 0.008 -0.028
```
Positions in Å, forces in eV/Å.

The total charge is -1. The calculation puts the LUMO energy (spin up / spin down) at 0.09951 / 0.09791 hartree. The spin multiplicity is 4. The orbital gap (spin up / spin down) comes out at 0.1686 / 0.2471 Eh.

Atomic partial charges in e from the Mulliken method, atoms 1 to 2: V 0.351; C -1.583

***

No. 2
C32H53B2Cl30NO8 | ωB97M-V/def2-TZVPD

Geometry as XYZ:
```
126
Properties=species:S:1:pos:R:3:forces:R:3
C 2.82727 2.93646 1.99126 0.266 -1.366 -0.385
C 2.41406 1.79939 1.78194 1.041 -0.105 -0.779
C 2.19599 0.32433 1.24515 -0.264 0.433 1.691
C 1.67228 0.30597 -0.28403 1.942 1.935 2.378
C 3.03028 0.28994 -1.11652 0.582 -0.629 -1.155
O 3.46891 1.69305 -1.28516 -0.321 -1.376 0.209
N 4.82830 1.66491 -1.30557 0.525 1.525 0.455
O 5.25564 2.76617 -1.19321 0.026 -0.879 -0.369
O 1.25249 1.70924 -0.41718 -2.704 -2.310 -2.261
C 0.23533 1.69974 -1.39022 0.231 0.913 0.536
O -0.21980 2.75579 -1.77043 0.398 -1.848 0.220
C -0.07814 0.19493 -1.91209 -0.195 2.002 -0.714
C 0.61490 0.33567 -3.34138 0.556 0.027 -1.098
C 0.81873 -0.94612 -4.22127 -1.205 0.546 -1.343
O 2.20975 -1.37377 -4.15475 -0.200 -1.855 -0.509
C 2.43356 -2.54919 -4.87267 0.500 -0.966 -0.211
C 3.86632 -3.21317 -4.63058 -0.199 1.301 1.302
O 1.61739 -3.07963 -5.60114 0.886 1.101 1.126
B -1.66582 0.21330 -2.31840 -1.834 -0.947 -0.244
C -2.81985 1.06241 -1.55639 -0.016 0.035 0.643
O -2.16488 -0.59400 -3.39159 0.610 1.477 1.330
C 0.45397 -0.68869 -0.70275 0.620 2.409 0.233
B 1.26008 -2.08245 -0.90410 -0.419 -2.875 -0.454
O 0.94175 -3.01257 -1.95566 0.784 2.387 0.353
C 2.39835 -2.70487 0.09933 -0.539 -0.614 0.186
C 2.29312 -4.31980 0.11077 -0.689 0.601 -0.215
C -0.74008 -0.64565 0.35960 -0.963 -2.148 0.319
Cl -1.05600 0.72908 1.52402 0.726 -0.921 -1.565
C -1.70640 -1.63561 0.48156 0.054 1.379 0.644
C -2.87780 -1.56540 1.56630 1.306 -1.133 -0.261
Cl -1.77799 -3.06113 -0.60088 0.261 1.295 0.864
H 3.39932 3.89074 2.08283 -1.265 -1.373 0.064
H 1.49352 -0.21861 1.95774 0.791 0.811 -1.138
H 3.18861 -0.21893 1.38536 -1.258 0.776 -0.411
H 2.98931 -0.13789 -2.15917 -0.348 0.206 1.081
H 3.90431 -0.21701 -0.60780 -1.550 0.427 -0.378
H 1.59668 0.92180 -3.34433 -1.203 -0.848 0.221
H -0.08085 1.01490 -3.94512 0.874 -0.892 0.892
H 0.63309 -0.66171 -5.31248 0.215 -0.282 1.420
H 0.08775 -1.79393 -4.02286 1.183 1.076 0.130
H 4.33194 -2.73037 -3.70756 -0.521 -0.508 -1.203
H 3.78283 -4.31534 -4.38584 -0.114 1.298 -0.785
H 4.55593 -2.98512 -5.49037 -0.885 -0.507 0.754
H -3.40128 0.32711 -0.89753 0.638 0.848 -0.901
H -2.43992 1.86063 -0.86065 -0.403 -0.780 -0.769
H -3.56560 1.54242 -2.25684 0.765 -0.545 0.641
H -3.10130 -0.34437 -3.55059 0.828 -0.377 0.178
H 1.76830 -3.31982 -2.37609 -0.580 -0.240 0.572
H 3.43481 -2.41340 -0.27358 -2.238 -0.237 1.219
H 2.22037 -2.40953 1.18680 0.571 0.059 -1.406
H 2.53328 -4.77192 -0.90227 -0.027 0.461 1.270
H 2.93542 -4.77662 0.92091 -0.691 0.609 -1.073
H 1.20295 -4.58856 0.30396 1.468 0.243 -0.139
H -3.63563 -0.76661 1.32896 0.955 -0.973 0.291
H -2.36428 -1.38236 2.56278 -0.825 0.096 -1.176
H -3.33590 -2.60311 1.65530 0.366 1.432 -0.368
C 1.67976 -0.39993 5.37425 -0.200 0.045 0.201
Cl 0.44388 -0.02968 4.17264 -0.109 -0.067 0.353
Cl 3.00132 -1.34014 4.66505 0.059 -0.060 -0.013
H 2.07143 0.53670 5.74671 0.108 0.021 -0.016
H 1.23555 -0.97204 6.18561 0.062 -0.034 -0.182
C -6.56396 0.57307 0.83870 0.132 -0.036 0.168
Cl -5.13917 1.16943 1.69975 -0.078 0.147 0.093
Cl -6.57580 1.13318 -0.83798 -0.120 -0.038 -0.062
H -6.55265 -0.51476 0.84781 0.060 0.129 -0.058
H -7.45534 0.93550 1.33781 0.311 0.099 -0.025
C 3.96041 4.38695 5.81241 0.151 -0.223 0.195
Cl 2.67243 5.54513 5.45276 0.030 0.091 -0.023
Cl 3.45539 2.73349 5.44260 -0.011 0.011 -0.015
H 4.83258 4.63161 5.21228 -0.184 -0.041 0.001
H 4.21093 4.45319 6.87084 -0.249 -0.167 -0.477
C -10.12955 -1.35164 1.62821 -0.247 -0.126 0.075
Cl -8.77188 -2.18177 2.39702 -0.047 -0.024 0.023
Cl -9.56962 -0.03181 0.59288 -0.519 -0.091 -0.144
H -10.68249 -2.06508 1.02164 0.178 0.082 -0.005
H -10.77723 -0.94331 2.40057 0.180 0.028 -0.065
C 7.29690 5.11645 3.44968 0.111 0.031 -0.208
Cl 6.65449 6.43461 4.43667 -0.017 0.185 -0.285
Cl 7.63845 3.66790 4.41692 0.233 0.482 -0.663
H 6.56488 4.86268 2.68608 0.025 -0.032 0.177
H 8.21935 5.44973 2.97983 -0.074 -0.039 0.161
C 1.29293 8.06459 7.98386 -0.092 -0.138 -0.146
Cl 1.42016 9.75172 7.47192 -0.042 -0.022 -0.075
Cl 2.00425 7.82406 9.58446 -0.061 -0.080 0.023
H 0.24259 7.78475 8.01919 0.116 0.123 0.085
H 1.81829 7.43771 7.26711 0.045 0.136 0.128
C 6.52555 5.66152 8.57555 0.231 -0.049 0.169
Cl 4.82590 6.10382 8.35813 0.156 0.390 0.462
Cl 7.12098 4.71331 7.20731 0.047 0.016 0.555
H 7.11800 6.56974 8.65997 -0.140 -0.063 -0.118
H 6.62291 5.07170 9.48425 -0.114 0.018 -0.142
C 6.39304 -0.39657 6.02342 0.003 -0.175 -0.142
Cl 6.34572 -0.27539 7.78700 -0.025 -0.088 0.025
Cl 6.59337 1.19268 5.27615 -0.112 -0.676 0.107
H 7.22919 -1.03003 5.73556 -0.018 0.154 0.116
H 5.46081 -0.83473 5.67503 0.051 0.167 0.116
C 2.65320 -8.10202 1.15621 -0.069 -0.185 -0.059
Cl 1.27138 -7.10430 1.62867 -0.068 -0.274 0.056
Cl 4.17967 -7.23452 1.36529 0.092 -0.139 -0.011
H 2.66977 -8.99596 1.77523 0.018 0.186 0.018
H 2.54597 -8.37954 0.11007 0.018 0.162 0.102
C -9.46911 0.57418 -3.33460 0.119 0.185 0.115
Cl -10.94118 -0.31497 -3.74873 -0.138 0.095 0.129
Cl -8.03570 -0.16869 -4.05600 0.162 0.336 0.270
H -9.55957 1.59400 -3.70142 -0.017 -0.180 -0.081
H -9.35465 0.57955 -2.25298 0.018 -0.140 -0.142
C 6.76715 -1.44346 -0.48598 0.298 0.230 -0.022
Cl 5.26518 -2.31152 -0.84599 1.415 0.005 -0.255
Cl 8.16285 -2.24572 -1.21441 0.029 0.067 0.047
H 6.69300 -0.43272 -0.88262 -0.074 -0.165 -0.066
H 6.90283 -1.40845 0.59266 -0.066 -0.154 -0.127
C -5.92289 -2.11888 -6.93869 -0.188 -0.030 0.127
Cl -4.50049 -1.52072 -6.07344 0.026 -0.046 0.089
Cl -5.93485 -1.55677 -8.61473 -0.084 -0.073 -0.014
H -5.90986 -3.20633 -6.93074 0.095 0.141 -0.046
H -6.81895 -1.75729 -6.43851 0.234 0.025 -0.102
C -9.87270 -3.80659 -4.83400 -0.197 -0.056 0.007
Cl -8.51339 -4.63657 -4.06650 -0.042 -0.044 0.048
Cl -9.31652 -2.48766 -5.86834 -0.287 -0.339 -0.308
H -10.42618 -4.52060 -5.43948 0.176 0.067 0.013
H -10.51975 -3.39799 -4.06047 0.187 0.062 -0.055
C -5.47215 1.41763 -10.75158 0.142 0.018 0.172
Cl -6.46349 2.78309 -11.27898 0.039 0.057 0.060
Cl -5.82916 -0.03598 -11.69168 0.063 -0.029 0.025
H -4.42291 1.67240 -10.88132 -0.155 -0.023 -0.107
H -5.67661 1.21734 -9.70208 -0.088 -0.019 -0.161
```
Positions in Å, forces in eV/Å.

The total charge is 0. The calculation puts the LUMO energy at 0.00448 hartree. The relative energy (zero: lowest compared OMol25 entry of this formula, charge and spin) comes out at 410.4 kJ/mol. The orbital gap comes out at 0.3440 Eh.

Atomic partial charges in e from the Mulliken method, atoms 1 to 2: C -0.230; C -0.830